DFT (wB97M-V/def2-TZVPD) results for 2 unconnected molecules or ions with the total composition C6H10O.

Summary:
Electronic energy = -309.78805 Ha
ΔE to the lowest compared entry with this formula, charge and spin = 34.1 kcal per mole
LUMO = 0.78 eV
Net charge = 0
SMILES string = C=CC=C.CC=O
HOMO = -9.075 eV
2S+1 = 1
Kohn-Sham gap = 0.3622 hartree

Cartesian coordinates (Å):
C 0.19469 1.74108 0.19012
C -0.72236 1.37734 -0.70924
C -1.84148 0.43781 -0.50881
C -2.39030 0.08201 0.65329
H 0.98775 2.43601 -0.07331
H 0.19508 1.36377 1.21130
H -0.63337 1.77818 -1.71836
H -2.23963 -0.00055 -1.42179
H -2.06575 0.49089 1.60769
H -3.19928 -0.64291 0.68188
C 2.31722 -1.19996 0.01447
C 0.82667 -1.40762 -0.00374
O 0.22158 -1.86511 -0.94340
H 2.56357 -0.21271 0.42068
H 2.71708 -1.30651 -0.99604
H 2.77872 -1.95022 0.66853
H 0.28980 -1.12150 0.92672

These are the Mulliken partial charges, in e, on atoms 1 to 2: C -0.896; C 0.066